No. 1
{"formula": "C15H20N6Pt", "method": "ωB97M-V/def2-TZVPD", "species": ["Pt", "C", "C", "C", "C", "N", "C", "C", "C", "C", "C", "C", "N", "H", "H", "H", "H", "H", "H", "H", "H", "N", "N", "H", "H", "H", "H", "C", "C", "C", "C", "N", "N", "C", "H", "H", "H", "H", "H", "H", "H", "H"], "xyz": [[0.05, 0.48, -0.26], [4.09, -0.92, -1.63], [4.80, -0.94, -0.44], [4.15, -0.70, 0.77], [2.77, -0.45, 0.77], [2.11, -0.39, -0.41], [2.72, -0.63, -1.56], [1.99, -0.29, 2.00], [2.49, -0.64, 3.27], [1.65, -0.60, 4.37], [0.34, -0.17, 4.23], [-0.08, 0.20, 2.95], [0.72, 0.13, 1.90], [4.56, -1.10, -2.58], [5.86, -1.17, -0.45], [4.72, -0.68, 1.69], [2.13, -0.63, -2.46], [3.51, -0.97, 3.38], [2.01, -0.93, 5.34], [-0.34, -0.13, 5.07], [-1.09, 0.56, 2.80], [-0.60, 3.68, -0.85], [0.44, 2.81, -1.07], [-0.99, 4.19, -1.64], [-0.55, 4.25, 0.00], [1.31, 3.08, -0.60], [0.62, 2.69, -2.08], [-4.97, 0.41, -2.91], [-3.87, -0.04, -2.09], [-3.67, -1.32, -1.51], [-2.45, -1.25, -0.82], [-1.92, -0.03, -0.97], [-2.79, 0.69, -1.74], [-1.81, -2.31, -0.03], [-5.94, 0.16, -2.44], [-5.07, -0.19, -3.83], [-4.94, 1.47, -3.17], [-4.32, -2.17, -1.57], [-2.65, 1.67, -1.95], [-2.44, -2.55, 0.84], [-0.81, -2.02, 0.31], [-1.76, -3.24, -0.60]], "lowdin_spin": [1.189, 0.148, -0.013, 0.141, 0.090, 0.091, 0.120, 0.096, 0.146, -0.014, 0.152, 0.125, 0.119, 0.005, -0.002, 0.004, 0.006, 0.004, -0.003, 0.005, 0.005, 0.210, 0.287, 0.009, 0.004, 0.007, 0.005, 0.050, 0.172, 0.449, 0.078, 0.208, 0.028, 0.013, 0.018, 0.022, 0.000, 0.014, -0.001, 0.003, 0.006, 0.002], "s2": 6.062, "multiplicity": 5, "charge": 4, "energy_ha": -1029.6665, "e_lumo_ha": [-0.4825, -0.6163]}


No. 2
{"formula": "C15H20O2SSi", "method": "ωB97M-V/def2-TZVPD", "species": ["S", "O", "O", "C", "C", "C", "C", "C", "C", "C", "C", "C", "C", "C", "C", "C", "C", "C", "Si", "H", "H", "H", "H", "H", "H", "H", "H", "H", "H", "H", "H", "H", "H", "H", "H", "H", "H", "H", "H"], "xyz": [[-6.37, -2.53, 2.37], [-4.63, -1.68, 0.68], [0.59, -0.75, -1.07], [-4.80, -2.23, 1.97], [-3.68, -2.39, 2.88], [-2.43, -2.30, 2.43], [-1.81, -0.72, -1.44], [-3.10, -0.93, -1.00], [-0.98, -1.41, 0.70], [-0.72, -0.96, -0.61], [-3.30, -1.44, 0.32], [-2.24, -1.74, 1.19], [2.77, 0.90, -2.45], [3.39, 2.27, -0.44], [1.24, 2.67, -1.68], [2.76, -0.79, 0.79], [0.14, 1.09, 0.89], [2.25, 1.60, -1.22], [1.47, 0.31, -0.14], [-3.89, -2.74, 3.84], [-1.58, -2.43, 3.10], [-1.66, -0.29, -2.42], [-3.98, -0.73, -1.56], [-0.07, -1.78, 1.20], [3.65, 0.25, -2.34], [2.95, 1.66, -3.18], [1.95, 0.29, -2.96], [4.14, 1.47, -0.17], [3.63, 3.27, -0.83], [2.94, 2.53, 0.48], [0.25, 2.20, -1.79], [1.18, 3.50, -0.91], [1.48, 3.14, -2.69], [3.09, -0.26, 1.63], [3.50, -1.11, 0.03], [2.21, -1.66, 1.08], [-0.64, 1.44, 0.20], [-0.39, 0.45, 1.65], [0.67, 1.85, 1.44]], "lowdin_charge": [0.708, -0.023, -0.118, -0.766, -0.072, -0.017, 0.003, 0.034, -0.011, -0.317, -0.143, -0.180, -0.109, -0.085, -0.084, -0.111, -0.130, -0.648, 0.498, 0.090, 0.140, 0.120, 0.114, 0.126, 0.089, 0.060, 0.103, 0.097, 0.097, 0.041, 0.065, 0.099, 0.101, 0.011, 0.048, 0.013, 0.060, 0.059, 0.037], "de_lowest_kj_mol": 119.74, "smiles": "CC(C)(C)[Si](C)(C)Oc1ccc2oc(=S)ccc2c1", "energy_ha": -1421.7279, "e_lumo_ha": -0.0244}


No. 3
{"formula": "C15H21AuBN3O3S", "method": "ωB97M-V/def2-TZVPD", "species": ["Au", "C", "C", "N", "C", "C", "C", "S", "N", "C", "O", "C", "C", "C", "C", "C", "C", "H", "H", "H", "H", "H", "H", "H", "H", "H", "H", "H", "H", "H", "H", "H", "B", "C", "N", "H", "H", "H", "C", "O", "C", "O", "H", "H", "H"], "xyz": [[1.27, -2.45, -0.84], [-1.84, 3.89, -0.23], [-2.64, 2.74, -0.82], [-1.99, 2.09, -1.95], [-2.46, 2.42, -3.28], [-1.73, 3.60, -3.91], [-0.95, 1.20, -1.75], [-0.19, 0.48, -3.08], [-0.70, 1.03, -0.44], [0.34, 0.37, 0.06], [1.33, -0.14, -0.50], [0.33, 0.30, 1.59], [1.37, -0.37, 2.23], [1.40, -0.44, 3.61], [0.41, 0.16, 4.37], [-0.63, 0.84, 3.74], [-0.66, 0.90, 2.35], [-2.38, 4.34, 0.61], [-1.65, 4.67, -0.97], [-0.88, 3.52, 0.14], [-3.60, 3.11, -1.18], [-2.82, 2.00, -0.05], [-3.53, 2.64, -3.21], [-2.33, 1.54, -3.91], [-1.87, 4.52, -3.33], [-2.10, 3.79, -4.92], [-0.67, 3.38, -3.96], [2.14, -0.83, 1.63], [2.21, -0.97, 4.10], [0.43, 0.11, 5.46], [-1.41, 1.31, 4.32], [-1.46, 1.42, 1.84], [5.87, -2.29, 1.60], [4.53, -2.18, 0.74], [3.56, -2.10, 0.12], [5.72, -3.18, 2.43], [6.07, -1.22, 2.15], [6.79, -2.56, 0.85], [-1.26, -5.75, -0.47], [-0.61, -4.50, -0.27], [0.36, -4.19, -1.23], [0.55, -4.99, -2.11], [-1.99, -5.84, 0.34], [-0.55, -6.58, -0.43], [-1.77, -5.79, -1.43]], "lowdin_charge": [0.781, -0.090, -0.241, -0.157, -0.299, -0.101, -0.790, 0.568, 0.066, -0.493, -0.166, -0.126, -0.019, -0.084, -0.124, -0.116, -0.046, 0.062, 0.053, 0.064, 0.101, 0.096, 0.100, 0.052, 0.051, 0.061, 0.054, 0.073, 0.099, 0.084, 0.084, 0.086, -0.496, -0.272, 0.027, -0.029, -0.028, -0.029, -0.146, -0.209, -0.635, -0.084, 0.071, 0.075, 0.074], "de_lowest_kj_mol": 114.98, "charge": -2, "energy_ha": -1532.9545, "e_lumo_ha": 0.1754}


No. 4
{"formula": "C15H21AuNO4SbSi", "method": "ωB97M-V/def2-TZVPD", "species": ["Au", "O", "C", "O", "C", "C", "C", "C", "C", "N", "C", "O", "O", "H", "H", "H", "C", "Sb", "C", "C", "H", "H", "H", "H", "H", "H", "H", "H", "H", "C", "Si", "C", "C", "C", "C", "H", "H", "H", "H", "H", "H", "H", "H", "H"], "xyz": [[1.68, 0.35, -0.49], [-2.47, -0.13, 1.53], [-1.54, 0.51, 1.08], [-1.38, 0.82, -0.20], [-0.44, 1.00, 2.01], [-0.49, 1.02, 3.39], [0.58, 1.58, 4.09], [1.67, 2.10, 3.40], [1.66, 2.02, 2.02], [0.62, 1.49, 1.38], [2.76, 2.57, 1.11], [3.56, 3.37, 1.55], [2.67, 2.18, -0.13], [-1.36, 0.62, 3.88], [0.56, 1.60, 5.17], [2.51, 2.56, 3.90], [0.87, 4.28, -0.65], [-0.43, 2.62, -0.57], [-0.95, 2.30, -2.59], [-2.15, 3.49, 0.25], [0.31, 5.00, -1.26], [1.82, 3.99, -1.11], [1.05, 4.66, 0.35], [-1.66, 3.09, -2.84], [-1.42, 1.32, -2.68], [-0.07, 2.36, -3.22], [-2.29, 4.47, -0.20], [-2.05, 3.61, 1.33], [-2.99, 2.83, 0.03], [-0.82, -4.90, 0.20], [0.03, -4.30, -1.34], [1.49, -5.39, -1.73], [-1.16, -4.28, -2.77], [0.64, -2.60, -1.04], [1.02, -1.46, -0.85], [-1.17, -5.93, 0.08], [-1.68, -4.27, 0.45], [-0.13, -4.87, 1.05], [1.18, -6.43, -1.83], [2.23, -5.33, -0.92], [1.97, -5.08, -2.66], [-1.55, -5.29, -2.94], [-0.67, -3.94, -3.68], [-2.01, -3.62, -2.57]], "lowdin_charge": [0.820, 0.120, -0.557, -0.248, -0.197, 0.032, -0.008, 0.036, -0.182, -0.040, -0.626, 0.079, -0.275, 0.129, 0.117, 0.130, -0.212, 1.579, -0.218, -0.213, 0.034, 0.026, 0.037, 0.026, 0.029, 0.025, 0.027, 0.030, 0.035, -0.195, 0.371, -0.196, -0.196, -0.249, -0.338, 0.028, 0.030, 0.030, 0.028, 0.031, 0.030, 0.029, 0.030, 0.030], "de_lowest_kj_mol": 71.72, "energy_ha": -1605.2588, "e_lumo_ha": -0.0602}


No. 5
{"formula": "C15H21BCo2NO6", "method": "ωB97M-V/def2-TZVPD", "species": ["C", "C", "N", "C", "C", "C", "C", "B", "H", "H", "H", "H", "H", "H", "H", "H", "H", "H", "H", "H", "H", "H", "H", "H", "H", "H", "O", "C", "Co", "C", "O", "C", "O", "C", "C", "C", "Co", "C", "O", "C", "O", "C", "O", "H", "H", "H"], "xyz": [[-0.21, -4.80, -1.96], [0.29, -3.52, -2.58], [0.19, -2.34, -1.64], [1.09, -2.62, -0.46], [1.09, -1.51, 0.56], [0.71, -1.12, -2.35], [-0.10, -0.76, -3.58], [-1.34, -2.10, -1.16], [-1.53, -0.93, -0.82], [-0.25, -5.54, -2.77], [0.46, -5.19, -1.18], [-1.22, -4.68, -1.55], [1.34, -3.60, -2.86], [-0.28, -3.26, -3.48], [0.76, -3.57, -0.02], [2.09, -2.78, -0.88], [1.68, -1.85, 1.41], [1.55, -0.59, 0.18], [0.08, -1.27, 0.90], [0.72, -0.29, -1.63], [1.75, -1.34, -2.62], [0.27, 0.22, -3.92], [0.04, -1.47, -4.40], [-1.17, -0.67, -3.34], [-2.13, -2.39, -2.05], [-1.61, -2.80, -0.18], [-3.89, 2.00, 3.28], [-3.01, 2.72, 3.13], [-1.56, 3.66, 2.82], [-1.95, 4.71, 1.49], [-2.12, 5.40, 0.56], [-1.34, 4.78, 4.10], [-1.08, 5.52, 4.96], [-0.01, 2.51, 2.93], [-0.25, 1.95, 1.64], [-1.04, 1.03, 1.02], [1.29, 3.07, 1.79], [1.47, 3.78, 0.19], [1.42, 4.22, -0.87], [2.52, 1.79, 1.83], [3.19, 0.84, 1.87], [2.09, 4.34, 2.79], [2.45, 5.20, 3.47], [0.23, 2.04, 3.87], [-1.15, 0.95, -0.05], [-1.53, 0.25, 1.60]], "lowdin_spin": [0.000, 0.000, 0.000, 0.000, 0.001, 0.000, 0.000, 0.000, 0.000, 0.000, 0.000, 0.000, 0.000, 0.000, 0.000, 0.000, 0.000, 0.000, 0.001, 0.000, 0.000, 0.000, 0.000, 0.000, 0.000, 0.000, -0.011, 0.009, 0.967, 0.001, -0.010, -0.007, -0.019, -0.081, -0.021, 0.012, 0.166, 0.000, -0.001, 0.004, 0.000, 0.003, -0.002, -0.011, 0.000, -0.001], "s2": 0.857, "multiplicity": 2, "energy_ha": -3880.5854, "e_lumo_ha": [-0.0667, -0.0471]}


No. 6
{"formula": "C15H21Br2CaCl2N2O4P", "method": "ωB97M-V/def2-TZVPD", "species": ["C", "C", "C", "C", "C", "C", "Br", "C", "O", "N", "C", "O", "C", "N", "P", "O", "Br", "C", "C", "O", "C", "C", "Cl", "C", "C", "Cl", "H", "H", "H", "H", "H", "H", "H", "H", "H", "H", "H", "H", "H", "H", "H", "H", "H", "H", "H", "H", "H", "Ca"], "xyz": [[0.39, -2.88, -0.61], [0.39, -2.16, 0.85], [0.49, -0.49, 0.81], [2.02, 0.07, 0.70], [3.05, -0.76, -0.27], [4.57, -0.46, 0.38], [3.18, -0.04, -2.16], [0.22, -0.21, 2.44], [0.69, -0.90, 3.49], [-0.70, 0.95, 2.74], [-1.11, 1.42, 1.32], [-2.48, 2.05, 1.27], [-2.66, 2.83, 0.04], [-2.75, 3.43, -1.12], [-0.11, 3.09, 1.41], [1.39, 2.85, 2.32], [-1.24, 4.61, 2.74], [-0.77, 0.34, 0.09], [-0.27, 0.88, -1.35], [0.61, 2.01, -1.47], [0.77, 2.50, -2.85], [-2.06, -0.68, 0.22], [-3.00, -1.06, 1.82], [-2.67, -1.48, -0.92], [-4.00, -2.48, -0.70], [-2.02, -1.50, -2.63], [1.27, -3.68, -0.61], [0.61, -2.15, -1.52], [-0.61, -3.49, -0.83], [1.39, -2.50, 1.40], [-0.49, -2.53, 1.57], [2.49, -0.03, 1.79], [2.13, 1.21, 0.44], [2.95, -1.92, -0.22], [4.57, -0.65, 1.55], [5.26, -1.29, -0.12], [4.97, 0.59, 0.06], [-1.48, 0.81, 3.41], [1.71, 3.80, 2.48], [0.26, -0.03, -1.90], [-1.25, 1.14, -1.99], [0.00, 3.37, -3.01], [0.73, 1.65, -3.65], [1.85, 3.00, -2.95], [-4.42, -2.85, -1.74], [-4.87, -1.95, -0.14], [-3.62, -3.45, -0.14], [-5.37, -0.96, -2.43]], "lowdin_charge": [-0.135, -0.170, -0.217, -0.153, -0.639, -0.165, 0.665, -0.263, 0.000, 0.061, -0.510, -0.180, -0.215, 0.146, 0.712, -0.384, 0.292, -0.177, -0.238, -0.312, -0.104, -0.350, 0.709, -0.648, -0.238, 0.640, 0.107, 0.058, 0.073, 0.145, 0.123, 0.144, 0.123, 0.097, 0.099, 0.099, 0.084, 0.141, 0.081, 0.087, 0.112, 0.110, 0.102, 0.125, 0.021, 0.060, 0.148, 1.732], "de_lowest_kj_mol": 1152.63, "charge": 2, "energy_ha": -8080.9405, "e_lumo_ha": -0.3693}